Record 1
DFT (ωB97M-V with the def2-TZVPD basis set) results for a molecular structure, C34H16AlN7O7S4 in a non-equilibrium geometry.

Calculated values
total energy = -4050.2871 Eh
HOMO level = -7.450 eV
total charge = 0
energy above the lowest of the compared OMol25 structures with the same formula, charge and spin = 80.9 kJ/mol

Last column: Löwdin charge in e.
Positions of all 69 atoms, in Å:
Al (-15.476, 0.834, -15.697)  -0.368
S (-16.118, 5.991, -20.599)  1.040
C (-14.551, 6.299, -21.233)  -0.388
C (-13.627, 5.648, -20.457)  -0.209
C (-14.131, 4.812, -19.471)  -0.133
C (-15.507, 4.850, -19.430)  -0.482
C (-16.338, 4.020, -18.536)  -0.190
C (-15.840, 2.835, -18.035)  -0.002
N (-16.425, 2.100, -17.026)  0.121
C (-17.629, 2.533, -16.558)  -0.112
C (-18.261, 3.700, -17.074)  -0.116
C (-19.430, 4.117, -16.361)  -0.029
C (-19.953, 3.410, -15.324)  0.000
C (-19.383, 2.164, -14.776)  -0.097
C (-19.830, 1.340, -13.704)  0.085
C (-19.076, 0.202, -13.369)  -0.192
C (-17.827, 0.006, -13.963)  -0.039
N (-17.455, 0.722, -15.020)  0.076
C (-18.182, 1.796, -15.465)  -0.122
C (-19.668, -0.785, -12.514)  -0.461
C (-20.800, -0.639, -11.696)  -0.109
C (-21.223, -1.844, -11.088)  -0.174
C (-20.353, -2.881, -11.373)  -0.445
S (-19.095, -2.431, -12.383)  1.074
C (-17.573, 4.512, -18.025)  0.088
H (-14.421, 6.973, -22.079)  0.077
H (-12.556, 5.592, -20.737)  0.121
H (-13.504, 4.220, -18.781)  0.126
H (-14.991, 2.375, -18.584)  0.153
H (-19.882, 5.088, -16.675)  0.135
H (-20.919, 3.683, -14.895)  0.119
H (-20.728, 1.615, -13.115)  0.131
H (-17.077, -0.706, -13.549)  0.104
H (-21.395, 0.281, -11.746)  0.106
H (-22.133, -2.087, -10.547)  0.105
H (-20.581, -3.933, -11.060)  0.094
H (-18.045, 5.419, -18.461)  0.130
S (-14.357, -0.532, -14.093)  0.779
C (-13.938, -1.880, -15.086)  -0.643
C (-12.961, -2.772, -14.654)  -0.073
C (-12.570, -3.893, -15.403)  -0.177
C (-11.509, -4.754, -14.875)  -0.166
N (-10.560, -5.267, -14.447)  0.152
C (-13.234, -4.226, -16.597)  -0.198
C (-14.334, -3.434, -16.971)  -0.064
C (-14.637, -2.264, -16.308)  -0.618
S (-15.875, -1.156, -16.875)  0.733
C (-12.941, -5.401, -17.326)  -0.187
N (-12.656, -6.380, -17.880)  0.164
H (-12.632, -2.725, -13.626)  0.111
H (-15.039, -3.709, -17.754)  0.117
O (-10.973, 6.541, -14.250)  0.085
N (-12.143, 6.674, -13.916)  -0.332
O (-12.664, 7.730, -13.529)  0.077
C (-12.969, 5.486, -14.114)  -0.127
C (-12.423, 4.335, -14.630)  0.120
C (-13.376, 3.356, -14.879)  -0.049
C (-14.715, 3.336, -14.418)  -0.217
O (-15.487, 2.309, -14.519)  -0.009
C (-15.183, 4.536, -13.903)  -0.015
C (-14.297, 5.603, -13.669)  0.132
N (-16.639, 4.605, -13.542)  -0.265
O (-17.252, 3.572, -13.196)  0.095
O (-17.171, 5.712, -13.739)  0.074
N (-12.906, 2.191, -15.572)  -0.147
O (-13.745, 1.401, -16.287)  -0.020
O (-11.712, 1.887, -15.607)  0.164
H (-11.364, 4.253, -14.849)  0.148
H (-14.610, 6.565, -13.299)  0.134

Cartesian forces, eV/Å:
Al -0.42 -1.46 0.72
S 0.01 -0.68 0.12
C -0.19 0.04 0.88
C 2.05 0.11 -1.98
C -0.78 -0.48 0.90
C 0.20 -0.19 -0.09
C -1.58 2.09 0.57
C -0.12 -2.35 0.67
N 0.20 1.64 -1.56
C 0.87 0.42 -0.87
C 1.08 0.42 0.54
C -0.90 0.69 -0.05
C -0.87 -0.84 0.67
C 1.27 0.60 -1.53
C 0.54 0.62 -0.65
C -1.08 1.03 -0.41
C 0.70 0.28 -0.93
N 0.50 0.96 0.51
C -1.04 -1.66 1.90
C -1.08 -1.22 2.31
C 0.04 0.21 -1.32
C 0.75 -0.78 -0.32
C -1.55 -0.72 0.83
S 0.43 0.64 -0.51
C 0.05 -1.56 -0.31
H 0.04 -0.30 0.41
H -0.75 0.46 0.32
H -0.49 0.35 -0.57
H -0.39 0.28 1.02
H 0.17 -1.03 0.34
H 0.40 0.40 -0.05
H 0.62 -0.28 -0.74
H -0.69 0.37 -0.64
H 0.31 -0.48 0.45
H 0.14 0.65 0.03
H 0.75 1.14 -0.45
H 0.47 -0.61 0.66
S -0.42 0.61 0.11
C -0.14 -1.69 -1.35
C -0.26 -0.69 0.10
C 0.20 -0.51 0.12
C 0.77 0.48 0.10
N -1.26 0.32 -0.45
C -0.98 0.89 0.71
C -0.03 -0.02 -0.12
C 0.57 1.80 1.59
S -0.02 0.14 -0.56
C 0.74 -1.61 -0.68
N -0.40 1.03 0.46
H 0.53 0.37 -0.07
H 0.61 -0.15 -0.17
O -0.58 0.42 0.48
N 0.63 1.15 -0.41
O 0.73 -1.71 -0.39
C -0.86 0.60 1.37
C -0.89 0.39 -0.08
C 1.02 -1.29 -0.25
C -0.87 -1.64 -0.93
O 1.00 0.68 -0.23
C 0.07 1.49 1.62
C -0.79 -1.04 -1.39
N -1.31 -0.06 -0.36
O 1.52 2.61 -0.37
O 0.85 -1.69 0.57
N 1.05 -3.51 -2.15
O 2.34 2.73 1.57
O -2.96 1.23 0.24
H -0.27 -0.08 -0.20
H -0.23 0.00 0.23

Record 2
DFT (ωB97M-V with the def2-TZVPD basis set) results for a gas-phase ion, C2H2NO3 (charge -1) in a non-equilibrium geometry.

Calculated values
total energy = -357.8952 Eh
HOMO level = -4.175 eV
total charge = -1
energy above the lowest of the compared OMol25 structures with the same formula, charge and spin = 273.0 kJ/mol
SMILES = C=[N+]([O-])C(=O)[O-]

Last column: Löwdin charge in e.
Positions of all 8 atoms, in Å:
C (1.208, -0.084, 0.000)  -0.010
C (-1.228, 0.529, -0.001)  -0.698
N (0.013, -0.558, 0.000)  -0.271
O (-0.809, 1.666, 0.001)  -0.021
O (-2.297, -0.019, 0.000)  0.025
O (-0.278, -1.786, 0.000)  -0.135
H (2.072, -0.732, 0.000)  0.059
H (1.319, 0.984, 0.000)  0.052

Cartesian forces, eV/Å:
C 0.53 0.39 0.00
C 0.16 -0.32 0.02
N -0.19 -0.38 0.00
O 0.41 1.07 -0.01
O -0.72 -0.50 -0.01
O 0.09 -0.05 0.00
H -0.16 -0.30 0.00
H -0.12 0.10 0.00

Record 3
DFT (ωB97M-V with the def2-TZVPD basis set) results for 5 unconnected molecules or ions with the total composition C25H44N4O3 in a non-equilibrium geometry.

Calculated values
total energy = -1423.6758 Eh
HOMO level = -9.620 eV
total charge = 0
SMILES = COCCCC[C@H]1COC(=O)C1.CCCC#N.CCCC#N.CCCC#N.CCCC#N

Last column: Löwdin charge in e.
Positions of all 76 atoms, in Å:
C (-0.439, -0.943, 3.619)  -0.113
O (0.554, 0.057, 3.711)  -0.184
C (0.654, 0.897, 2.568)  -0.224
C (-0.139, 2.216, 2.714)  -0.145
C (-0.946, 2.575, 1.446)  -0.174
C (-2.471, 2.545, 1.592)  -0.143
C (-3.021, 1.382, 2.428)  -0.243
C (-4.120, 1.807, 3.449)  -0.117
O (-5.422, 1.481, 2.964)  0.027
C (-5.282, 0.420, 2.117)  -0.455
O (-6.175, -0.356, 1.871)  0.117
C (-3.862, 0.424, 1.568)  -0.037
H (-0.809, -1.079, 2.605)  0.081
H (-0.046, -1.887, 3.991)  0.084
H (-1.278, -0.675, 4.267)  0.078
H (0.392, 0.376, 1.644)  0.048
H (1.711, 1.138, 2.474)  0.095
H (-0.728, 2.195, 3.626)  0.112
H (0.605, 2.996, 2.853)  0.097
H (-0.616, 1.956, 0.617)  0.084
H (-0.672, 3.594, 1.180)  0.104
H (-2.871, 3.489, 1.955)  0.113
H (-2.880, 2.424, 0.593)  0.092
H (-2.327, 0.866, 3.073)  0.097
H (-4.075, 2.867, 3.674)  0.124
H (-4.014, 1.208, 4.352)  0.127
H (-3.538, -0.612, 1.527)  0.128
H (-4.022, 0.736, 0.538)  0.117
C (1.079, -3.981, -0.988)  -0.115
C (2.356, -3.183, -0.760)  -0.260
C (2.206, -2.124, 0.338)  -0.169
C (1.164, -1.161, -0.025)  -0.207
N (0.354, -0.400, -0.309)  0.177
H (0.262, -3.338, -1.321)  0.067
H (1.237, -4.734, -1.758)  0.055
H (0.762, -4.491, -0.075)  0.076
H (2.647, -2.700, -1.693)  0.090
H (3.163, -3.865, -0.489)  0.112
H (3.140, -1.579, 0.481)  0.091
H (1.938, -2.588, 1.290)  0.122
C (4.028, 2.529, 4.113)  -0.102
C (5.079, 1.436, 4.268)  -0.254
C (5.978, 1.292, 3.033)  -0.184
C (5.185, 0.939, 1.852)  -0.224
N (4.543, 0.664, 0.944)  0.160
H (3.342, 2.309, 3.294)  0.047
H (3.433, 2.617, 5.021)  0.078
H (4.493, 3.497, 3.918)  0.079
H (4.583, 0.486, 4.471)  0.112
H (5.708, 1.661, 5.132)  0.108
H (6.722, 0.512, 3.192)  0.117
H (6.506, 2.225, 2.832)  0.121
C (0.542, -1.452, -5.470)  -0.108
C (0.259, -2.797, -6.127)  -0.256
C (0.364, -3.945, -5.120)  -0.181
C (1.701, -3.997, -4.527)  -0.235
N (2.722, -4.039, -4.009)  0.164
H (1.563, -1.405, -5.085)  0.071
H (0.427, -0.640, -6.188)  0.074
H (-0.150, -1.279, -4.645)  0.045
H (0.957, -2.952, -6.952)  0.110
H (-0.744, -2.797, -6.555)  0.108
H (0.149, -4.904, -5.592)  0.118
H (-0.359, -3.796, -4.316)  0.117
C (-2.674, 2.377, -4.333)  -0.107
C (-2.937, 1.881, -2.916)  -0.263
C (-2.182, 0.588, -2.588)  -0.196
C (-2.584, -0.498, -3.488)  -0.241
N (-2.902, -1.346, -4.190)  0.154
H (-3.017, 1.657, -5.078)  0.071
H (-3.204, 3.312, -4.515)  0.072
H (-1.609, 2.556, -4.495)  0.077
H (-4.009, 1.721, -2.783)  0.112
H (-2.637, 2.650, -2.202)  0.101
H (-2.383, 0.276, -1.563)  0.096
H (-1.105, 0.737, -2.684)  0.109

Cartesian forces, eV/Å:
C -0.14 0.21 0.48
O 0.16 -0.30 -0.38
C -0.03 0.34 0.34
C 0.52 -0.12 -0.66
C 0.05 0.61 0.65
C 0.28 -0.61 -0.07
C -2.03 0.17 -0.18
C 0.30 0.15 0.29
O 0.03 -0.39 -0.56
C -0.78 -0.52 0.12
O 0.93 1.03 0.14
C -0.36 -0.86 0.13
H 0.04 -0.02 -0.18
H 0.15 -0.09 -0.03
H -0.21 -0.06 -0.01
H -0.22 0.07 0.52
H 0.13 -0.03 -0.02
H -0.20 -0.07 0.05
H -0.01 0.21 0.21
H -0.05 -0.24 -0.08
H -0.02 0.11 -0.24
H 0.20 0.16 0.25
H -0.11 0.23 -0.19
H 0.69 -0.14 -0.50
H -0.16 0.08 0.13
H 0.22 0.24 0.31
H 0.23 -0.07 0.03
H 0.40 0.17 -0.16
C -0.02 -0.03 -0.01
C -0.14 -0.16 -0.11
C 0.06 -0.08 -0.19
C 0.25 -0.11 0.05
N -0.19 -0.09 -0.39
H -0.01 0.02 0.05
H 0.03 -0.02 0.02
H -0.02 0.02 0.00
H 0.08 0.00 0.02
H 0.06 0.09 0.05
H -0.05 0.11 0.02
H -0.07 0.05 0.02
C 0.02 0.00 0.03
C -0.18 0.13 0.09
C -0.18 -0.07 0.11
C 0.26 0.08 0.17
N -0.19 -0.12 -0.18
H 0.05 0.02 -0.02
H 0.00 0.01 0.00
H -0.01 0.01 -0.01
H 0.06 -0.04 -0.02
H 0.08 -0.05 -0.04
H 0.04 0.00 -0.06
H 0.01 0.01 -0.04
C 0.01 0.06 -0.09
C 0.00 0.28 -0.04
C 0.07 0.11 -0.23
C -0.40 -0.21 0.11
N 0.36 0.03 0.01
H -0.01 -0.03 0.03
H -0.04 0.01 0.02
H 0.01 0.03 0.01
H 0.01 -0.12 0.03
H -0.02 -0.05 0.07
H 0.03 -0.04 0.04
H 0.00 -0.03 0.04
C -0.03 0.03 0.02
C -0.02 0.13 -0.17
C -0.22 0.10 -0.11
C 0.16 0.13 0.31
N -0.05 -0.19 -0.19
H 0.03 -0.04 0.02
H 0.02 0.02 0.00
H 0.00 -0.01 -0.01
H 0.00 -0.04 0.06
H 0.03 -0.06 0.08
H 0.11 -0.07 0.01
H 0.02 -0.06 0.06

Record 4
DFT (ωB97M-V with the def2-TZVPD basis set) results for 2 unconnected molecules or ions with the total composition CH6NOS2 in a non-equilibrium geometry.

Calculated values
total energy = -968.0359 Eh
HOMO level = -2.134 eV
total charge = -1
energy above the lowest of the compared OMol25 structures with the same formula, charge and spin = 192.9 kJ/mol

Last column: Löwdin charge in e.
Positions of all 11 atoms, in Å:
N (2.384, 2.070, -0.678)  -0.090
C (1.481, 2.178, 0.499)  -0.702
O (1.012, 3.403, 0.685)  -0.382
H (3.219, 2.682, -0.425)  0.041
H (1.848, 2.578, -1.445)  0.047
H (0.683, 1.430, 0.244)  0.043
H (2.038, 1.744, 1.338)  0.053
S (-1.420, -1.115, 0.601)  0.240
S (-0.950, -2.550, -0.835)  0.208
H (-2.726, -1.005, 0.304)  -0.222
H (-0.820, -3.581, -0.001)  -0.237

Cartesian forces, eV/Å:
N 1.14 0.93 -0.96
C -1.01 0.42 -0.74
O -0.14 0.28 0.47
H -1.48 -0.70 -0.73
H 1.10 -0.55 1.32
H -0.06 -0.14 0.15
H 0.46 -0.25 0.49
S 0.10 -0.10 -0.35
S -0.03 0.45 0.15
H 0.02 -0.12 0.06
H -0.08 -0.23 0.12

Record 5
DFT (ωB97M-V with the def2-TZVPD basis set) results for a molecular structure, C4H4ORb in a non-equilibrium geometry.

Calculated values
total energy = -253.5790 Eh
HOMO level (spin up / spin down) = -11.664 / -11.532 eV
total charge = +1
energy above the lowest of the compared OMol25 structures with the same formula, charge and spin = 663.3 kJ/mol

Last column: Löwdin charge in e.
Positions of all 10 atoms, in Å:
C (-1.079, 0.960, 0.455)  0.083
C (-2.049, -0.088, -0.012)  -0.018
C (-0.351, -0.152, 0.412)  -0.175
C (0.863, -0.624, -0.291)  -0.342
O (1.907, 0.121, -0.356)  -0.096
Rb (4.860, 2.207, 0.112)  0.954
H (-2.636, 0.653, -0.579)  0.085
H (-2.661, -0.858, 0.476)  0.097
H (0.559, -1.134, -1.229)  0.153
H (0.588, -1.086, 1.011)  0.257

Cartesian forces, eV/Å:
C -0.47 -0.45 1.24
C -0.41 2.08 1.41
C 1.87 -0.57 -1.43
C 0.04 3.71 -2.35
O -0.90 -1.57 1.12
Rb -0.30 -0.19 -0.06
H 0.00 -1.43 -0.97
H 0.85 0.01 -0.10
H 0.44 -1.22 1.00
H -1.12 -0.37 0.13

Record 6
DFT (ωB97M-V with the def2-TZVPD basis set) results for 7 unconnected molecules or ions with the total composition CH16NO6 in a non-equilibrium geometry.

Calculated values
total energy = -553.6703 Eh
HOMO level = -14.745 eV
total charge = +1
energy above the lowest of the compared OMol25 structures with the same formula, charge and spin = 31.9 kJ/mol

Last column: Löwdin charge in e.
Positions of all 24 atoms, in Å:
C (-0.987, 2.429, -0.980)  0.062
N (-0.443, 2.028, 0.098)  0.183
H (-2.006, 2.770, -0.970)  0.117
H (-0.383, 2.764, -1.800)  0.124
H (0.541, 1.757, 0.074)  0.111
H (-0.984, 1.965, 0.965)  0.103
H (-1.392, -0.030, 2.182)  0.048
H (-2.706, 0.713, 2.605)  0.065
O (-1.795, 0.839, 2.317)  -0.047
H (1.330, -0.506, -1.938)  0.033
H (0.840, -1.158, -3.230)  0.066
O (0.588, -0.486, -2.587)  -0.064
H (1.714, -1.291, 2.571)  0.080
H (0.866, -1.843, 1.487)  0.028
O (1.256, -0.982, 1.777)  -0.059
H (-2.590, 0.184, -2.234)  0.081
H (-1.052, 0.134, -2.349)  0.026
O (-1.788, 0.568, -1.860)  -0.059
H (0.666, -4.299, 1.993)  0.077
H (1.245, -3.892, 0.660)  0.073
O (0.597, -3.605, 1.320)  -0.039
H (1.834, -0.152, 0.486)  0.006
H (2.925, 0.741, -0.245)  0.071
O (2.064, 0.322, -0.359)  -0.084

Cartesian forces, eV/Å:
C -0.37 1.09 0.38
N 0.34 0.31 0.03
H -0.22 -0.09 0.09
H 0.25 -0.66 -0.53
H -0.04 -0.15 0.19
H 0.07 -0.61 -0.05
H -0.24 0.09 0.17
H 0.13 -0.16 -0.01
O 0.20 0.15 -0.18
H -0.65 0.45 -0.17
H -0.21 0.09 -0.17
O 0.87 -0.45 0.19
H 0.17 0.50 0.01
H 0.09 0.39 0.01
O -0.48 -0.91 0.27
H -0.10 0.25 0.06
H 0.07 0.07 0.40
O 0.04 -0.44 -0.50
H -0.22 0.24 0.01
H -0.19 0.09 -0.04
O 0.38 -0.46 -0.10
H 0.45 0.18 -0.32
H -0.06 -0.21 0.04
O -0.28 0.25 0.21

Record 7
DFT (ωB97M-V with the def2-TZVPD basis set) results for C5H10 in the gas phase in a non-equilibrium geometry.

Calculated values
total energy = -196.4156 Eh
HOMO level = -9.000 eV
total charge = 0
energy above the lowest of the compared OMol25 structures with the same formula, charge and spin = 243.8 kJ/mol
SMILES = C=C(C)CC

Last column: Löwdin charge in e.
Positions of all 15 atoms, in Å:
C (-1.165, 0.374, -0.324)  -0.214
C (1.676, -0.072, -0.205)  -0.101
C (-0.833, 1.402, 0.631)  -0.185
C (0.288, -0.635, -0.147)  -0.300
C (0.076, -1.954, -0.087)  -0.006
H (-1.209, 0.688, -1.365)  0.098
H (-2.022, -0.229, -0.027)  0.091
H (2.437, -0.847, -0.366)  0.076
H (1.940, 0.427, 0.733)  0.076
H (1.770, 0.651, -1.020)  0.078
H (-0.761, 1.106, 1.675)  0.073
H (-0.121, 2.155, 0.300)  0.063
H (-2.017, 1.995, 0.497)  0.150
H (0.867, -2.684, -0.257)  0.052
H (-0.924, -2.379, -0.037)  0.047

Cartesian forces, eV/Å:
C 4.75 -3.90 0.16
C -0.10 0.41 -0.14
C -5.37 4.22 0.05
C -2.91 -0.60 -1.28
C -0.04 0.27 -0.48
H -0.06 0.05 0.12
H 0.20 -0.08 -0.19
H -0.36 -0.01 0.04
H -0.07 0.13 -0.11
H 0.04 0.08 0.13
H 0.21 -0.04 -0.18
H 0.18 -0.24 0.21
H 3.36 -0.61 1.21
H 0.12 0.16 0.56
H 0.04 0.16 -0.08